Entry 1:
C29H36BrIrN7OTe | wB97M-V/def2-TZVPD

## Properties
Net charge: +2
Calculated total energy (hartree): -4531.0885
LUMO level (alpha / beta) (Eh): -0.2458 / -0.3015
Spin multiplicity: 2
Relative energy (zero: lowest compared OMol25 entry of this formula, charge and spin) (eV): 0.179
HOMO energy (alpha / beta) (eV): -13.37 / -13.36
Kohn-Sham gap (alpha / beta) (eV): 6.68 / 5.16

Geometry (Å):
Ir1 -0.243 -0.367 -1.195
Br1 -2.298 0.092 -2.619
C1 -3.501 -0.901 -1.508
C2 -4.831 -0.868 -1.774
C3 -5.680 -1.650 -0.962
C4 -5.152 -2.419 0.033
C5 -3.758 -2.448 0.294
C6 -3.220 -3.265 1.315
C7 -1.875 -3.285 1.529
C8 -1.013 -2.472 0.764
C9 -1.478 -1.640 -0.215
C10 -2.881 -1.648 -0.490
H1 -5.234 -0.270 -2.579
H2 -6.745 -1.637 -1.145
H3 -5.800 -3.029 0.649
H4 -3.889 -3.874 1.909
H5 -1.450 -3.922 2.293
H6 0.045 -2.536 0.964
C11 0.226 -3.249 -6.003
N1 0.335 -2.972 -4.578
C12 0.490 -3.987 -3.552
C13 0.580 -3.144 -2.297
O1 0.839 -3.537 -1.190
N2 0.355 -1.807 -2.652
C14 0.279 -1.776 -4.007
N3 0.222 -0.650 -4.712
H7 0.586 -4.257 -6.184
H8 0.859 -2.570 -6.575
H9 -0.808 -3.177 -6.343
H10 1.410 -4.556 -3.695
H11 -0.353 -4.677 -3.496
H12 0.300 0.241 -4.258
H13 0.133 -0.662 -5.714
C15 -0.562 0.704 1.713
N4 -0.783 1.792 2.627
C16 -2.156 2.276 2.476
N5 -2.384 2.748 1.109
C17 -2.160 1.673 0.181
N6 -0.746 1.117 0.268
C18 0.171 2.300 0.030
N7 -0.062 3.376 0.951
C19 0.148 2.882 2.317
C20 -1.448 3.835 0.820
H14 -1.258 -0.110 1.910
H15 0.458 0.359 1.815
H16 -2.333 3.094 3.173
H17 -2.852 1.467 2.702
H18 -2.305 2.048 -0.831
H19 -2.845 0.849 0.379
H20 0.006 2.644 -0.997
H21 1.194 1.949 0.144
H22 -0.011 3.701 3.017
H23 1.174 2.522 2.422
H24 -1.616 4.201 -0.194
H25 -1.619 4.654 1.518
C21 4.775 3.176 3.817
C22 4.150 2.218 2.845
C23 4.198 2.448 1.473
C24 3.634 1.568 0.560
C25 3.758 1.856 -0.914
C26 2.970 0.434 1.061
Te1 2.199 -0.885 -0.398
C27 2.942 0.147 2.429
C28 2.355 -1.112 3.005
C29 3.527 1.060 3.297
H26 5.214 4.032 3.308
H27 5.561 2.680 4.389
H28 4.036 3.542 4.530
H29 4.700 3.334 1.103
H30 4.321 2.773 -1.076
H31 2.786 1.991 -1.399
H32 4.289 1.057 -1.440
H33 1.812 -1.700 2.263
H34 1.665 -0.885 3.819
H35 3.144 -1.749 3.406
H36 3.506 0.851 4.361

Entry 2:
C18H15GaN3OSe | wB97M-V/def2-TZVPD

## Properties
Net charge: +1
Calculated total energy (hartree): -5260.5246
LUMO level (Eh): -0.1292
Relative energy (zero: lowest compared OMol25 entry of this formula, charge and spin) (eV): 0.000
HOMO energy (eV): -11.32
Kohn-Sham gap (eV): 7.81

Geometry (Å):
Ga1 0.133 -0.055 -0.018
O1 2.018 3.143 1.418
C1 1.276 2.204 1.224
N1 0.878 1.743 0.019
C2 1.726 2.098 -1.104
C3 2.463 0.851 -1.532
C4 3.689 0.836 -2.183
C5 4.285 -0.383 -2.464
C6 3.625 -1.563 -2.140
C7 2.399 -1.474 -1.517
N2 1.858 -0.297 -1.205
C8 0.821 1.336 2.374
C9 0.960 1.735 3.695
C10 0.784 0.789 4.694
C11 0.460 -0.517 4.345
C12 0.274 -0.819 3.009
N3 0.463 0.088 2.053
H1 1.128 2.488 -1.940
H2 2.425 2.876 -0.776
H3 4.171 1.762 -2.452
H4 5.257 -0.423 -2.930
H5 4.058 -2.523 -2.361
H6 1.805 -2.342 -1.250
H7 1.233 2.757 3.914
H8 0.907 1.061 5.732
H9 0.360 -1.291 5.092
H10 -0.011 -1.809 2.668
Se1 -1.178 -1.960 -0.360
C13 -2.930 -1.341 -0.933
C14 -3.152 -0.066 -1.423
C15 -4.417 0.281 -1.866
C16 -5.451 -0.641 -1.823
C17 -5.218 -1.918 -1.340
C18 -3.957 -2.274 -0.892
H11 -2.332 0.653 -1.471
H12 -4.595 1.272 -2.253
H13 -6.434 -0.366 -2.175
H14 -6.018 -2.641 -1.309
H15 -3.763 -3.270 -0.521

Entry 3:
C4H12N2S2 | wB97M-V/def2-TZVPD

## Properties
Net charge: 0
Calculated total energy (hartree): -1065.2660
LUMO level (Eh): -0.1366
Relative energy (zero: lowest compared OMol25 entry of this formula, charge and spin) (eV): 5.987
HOMO energy (eV): -7.49
Kohn-Sham gap (eV): 3.77

Geometry (Å):
N1 -0.877 2.795 -0.452
C1 -1.214 1.394 -0.728
C2 -0.586 0.979 -2.076
S1 1.199 1.352 -2.003
S2 -0.987 -0.883 2.303
C3 -0.381 -1.622 0.791
C4 0.977 -1.305 0.352
N2 2.030 -1.635 1.323
H1 0.152 2.901 -0.726
H2 -0.970 3.019 0.523
H3 -0.830 0.752 0.008
H4 -2.337 1.245 -0.740
H5 -0.746 -0.090 -2.265
H6 -1.069 1.520 -2.882
H7 -0.723 -2.707 0.671
H8 0.036 -1.403 3.124
H9 1.060 -0.205 0.205
H10 1.220 -1.763 -0.622
H11 1.569 -1.895 2.187
H12 2.476 -2.449 1.007

Entry 4:
C17H17Br2Cl40IN3OP2 | wB97M-V/def2-TZVPD

## Properties
Net charge: +1
Calculated total energy (hartree): -25433.1418
LUMO level (Eh): -0.1144
HOMO energy (eV): -12.05
Kohn-Sham gap (eV): 8.94

Geometry (Å):
C1 -3.590 -4.111 1.859
C2 -2.368 -4.096 2.755
C3 -1.605 -2.803 3.038
N1 -1.528 -1.681 2.001
C4 -1.377 -2.013 0.534
P1 -0.230 -3.404 0.190
N2 0.288 -3.523 -1.254
C5 -0.667 -0.812 -0.083
N3 -1.154 0.443 0.481
Br1 -0.865 1.814 -0.751
C6 -2.512 0.360 0.987
C7 -2.492 -0.519 2.229
I1 -1.500 0.552 3.800
P2 -4.185 -1.023 2.968
O1 -4.647 0.393 3.490
Br2 -5.410 -1.147 1.111
H1 -4.448 -3.677 2.352
H2 -3.855 -5.149 1.697
H3 -3.453 -3.672 0.881
H4 -1.662 -4.836 2.403
H5 -2.675 -4.460 3.730
H6 -1.967 -2.331 3.939
H7 -0.576 -3.059 3.252
H8 -0.630 -1.233 2.212
H9 -2.339 -2.130 0.058
H10 -0.847 -4.569 0.609
H11 0.738 -3.124 1.161
H12 -0.080 -2.857 -1.919
H13 -0.860 -0.865 -1.151
H14 0.413 -0.885 0.034
H15 -3.205 -0.004 0.235
H16 -2.813 1.345 1.319
H17 -4.989 0.999 2.803
C8 2.628 -5.812 2.258
Cl1 2.246 -5.473 0.567
Cl2 2.998 -7.510 2.462
Cl3 3.986 -4.821 2.769
Cl4 1.204 -5.396 3.248
C9 2.338 0.797 -3.911
Cl5 2.232 0.661 -5.658
Cl6 3.953 0.364 -3.369
Cl7 1.975 2.449 -3.422
Cl8 1.166 -0.304 -3.162
C10 2.494 1.029 3.653
Cl9 1.558 1.963 4.836
Cl10 1.688 1.106 2.076
Cl11 4.106 1.690 3.508
Cl12 2.579 -0.651 4.183
C11 -2.001 5.177 -3.308
Cl13 -2.040 5.026 -5.056
Cl14 -0.383 4.741 -2.731
Cl15 -2.360 6.834 -2.836
Cl16 -3.200 4.099 -2.592
C12 5.908 4.411 -2.173
Cl17 6.198 3.565 -3.693
Cl18 6.586 3.475 -0.840
Cl19 6.663 5.995 -2.230
Cl20 4.166 4.587 -1.931
C13 -6.851 4.352 -0.008
Cl21 -6.090 2.736 0.117
Cl22 -7.196 4.979 1.592
Cl23 -5.712 5.374 -0.858
Cl24 -8.332 4.190 -0.932
C14 -1.079 4.742 -9.158
Cl25 -1.109 5.383 -10.793
Cl26 -0.808 3.000 -9.206
Cl27 0.214 5.511 -8.239
Cl28 -2.625 5.069 -8.367
C15 6.089 -2.460 3.809
Cl29 5.373 -2.135 2.224
Cl30 7.661 -3.214 3.595
Cl31 6.266 -0.944 4.690
Cl32 5.027 -3.543 4.713
C16 9.896 7.551 -3.828
Cl33 9.766 6.072 -4.779
Cl34 11.327 8.449 -4.320
Cl35 8.460 8.544 -4.090
Cl36 10.015 7.137 -2.118
C17 -5.985 -7.351 3.268
Cl37 -6.307 -7.590 1.554
Cl38 -4.251 -7.547 3.569
Cl39 -6.463 -5.713 3.728
Cl40 -6.883 -8.518 4.218

Entry 5:
C10H17N2O2 | wB97M-V/def2-TZVPD

## Properties
Net charge: +1
Calculated total energy (hartree): -650.8658
LUMO level (Eh): -0.1904
Relative energy (zero: lowest compared OMol25 entry of this formula, charge and spin) (eV): 4.074
HOMO energy (eV): -13.17
Kohn-Sham gap (eV): 7.98

Geometry (Å):
C1 -0.708 2.444 -2.858
C2 -0.845 1.145 -2.085
C3 1.737 1.596 -2.325
C4 0.316 -0.459 0.973
C5 0.225 -1.804 1.077
C6 -0.542 0.587 1.180
C7 1.392 -2.651 0.769
C8 -0.835 -2.582 1.797
C9 -1.929 0.302 1.549
C10 -0.009 1.958 0.902
N1 2.387 2.445 -3.156
N2 0.352 1.678 -2.310
O1 -1.397 0.285 -1.518
O2 2.222 0.742 -1.633
H1 -1.092 3.250 -2.285
H2 -0.749 2.498 -3.913
H3 1.202 -0.214 0.407
H4 1.562 -3.405 1.533
H5 2.212 -2.083 0.410
H6 1.136 -3.077 -0.177
H7 -1.024 -2.324 2.776
H8 -0.556 -3.631 1.772
H9 -1.917 -2.625 1.482
H10 -2.270 -0.566 0.999
H11 -2.685 1.114 1.433
H12 -2.170 0.002 2.677
H13 -0.892 2.547 0.896
H14 0.415 1.826 -0.021
H15 0.661 2.281 1.753
H16 2.099 2.911 -3.989
H17 3.388 2.120 -3.166

Entry 6:
C3H10S2 | wB97M-V/def2-TZVPD

## Properties
Net charge: +1
Calculated total energy (hartree): -916.2498
LUMO level (alpha / beta) (Eh): -0.2300 / -0.3461
Spin multiplicity: 2
Relative energy (zero: lowest compared OMol25 entry of this formula, charge and spin) (eV): 2.587
HOMO energy (alpha / beta) (eV): -12.54 / -12.54
Kohn-Sham gap (alpha / beta) (eV): 6.28 / 3.12

Geometry (Å):
S1 -2.814 5.056 4.432
S2 -4.377 3.916 5.163
H1 -3.009 5.150 3.151
H2 -4.200 3.157 4.028
C1 2.275 -2.181 -1.095
C2 1.008 -1.314 -0.904
C3 0.411 -0.966 -2.253
H3 2.300 -3.183 -1.764
H4 2.900 -2.441 -0.191
H5 3.118 -1.677 -1.732
H6 1.432 -0.381 -0.556
H7 0.196 -1.910 -0.522
H8 -0.460 -0.324 -2.046
H9 1.191 -0.942 -3.006
H10 0.029 -1.961 -2.706

> What is the formula in the fifth record?

C10H17N2O2

> The lowest calculated total energy belongs to which entry?

C17H17Br2Cl40IN3OP2

> Which value of calculated total energy does entry 1 give?

-4531.0885 hartree